Entry a
ORCA calculation (the ωB97M-V functional and the def2-TZVPD basis) on a single C5H10N2O molecule.

Element x y z (Å)
O: -2.48295 0.16166 -1.07938
C: -1.85355 -0.09870 0.26143
C: -0.60056 -0.81971 0.65989
N: 0.06005 -1.15481 -0.43311
C: 1.57466 -0.75509 -0.52652
C: 1.53960 0.73237 -0.13876
N: 0.20323 1.20398 -0.35456
C: -0.58332 0.66020 0.66864
H: -1.88976 0.78882 -1.73244
H: -2.57080 -0.33306 1.03154
H: -0.80616 -1.23146 1.79254
H: -0.20534 -2.06238 -0.51719
H: 2.13033 -1.19162 0.22783
H: 1.82212 -1.12086 -1.56871
H: 2.40321 1.27150 -0.79964
H: 1.88035 0.84941 0.82122
H: 0.25923 2.17731 -0.01335
H: -0.88032 0.92243 1.70059

Calculated values
LUMO (hartree): 0.0340
HOMO-LUMO gap (Ha): 0.3225
2S+1: 1
Highest occupied orbital energy (eV): -7.850

Entry b
ORCA calculation (the ωB97M-V functional and the def2-TZVPD basis) on a single C5H10N2O molecule.

Element x y z (Å)
C: -0.03890 -1.98065 0.41873
N: 0.30043 -0.81342 -0.43767
N: 1.70277 -0.55082 -0.49236
C: 1.94948 0.94172 -0.47918
C: 0.65355 1.45161 -0.04434
C: -0.22702 0.43289 -0.01040
C: -1.72505 0.68316 0.30630
O: -2.43097 0.57557 -0.92899
H: 0.71692 -2.61134 0.20053
H: 0.06094 -1.65322 1.43249
H: -1.10557 -2.24691 0.31855
H: 2.23152 -1.09704 -1.14325
H: 2.32342 1.37582 -1.51917
H: 2.71824 1.17387 0.26540
H: 0.50049 2.47295 0.10805
H: -1.78069 1.78422 0.72050
H: -2.23446 -0.02890 1.00074
H: -1.73186 0.61496 -1.63722

Calculated values
LUMO (hartree): 0.0377
HOMO-LUMO gap (Ha): 0.3096
2S+1: 1
Highest occupied orbital energy (eV): -7.400

Entry c
ORCA calculation (the ωB97M-V functional and the def2-TZVPD basis) on 2 unconnected molecules or ions with the total composition C5H10N2O.

Element x y z (Å)
C: -1.59669 -0.51987 1.49568
C: -1.18450 -0.08207 -0.02346
C: -0.00895 0.88673 -0.16262
C: 1.60980 -0.52015 -0.89955
C: 0.67915 -1.72489 -0.98481
H: -1.01902 -1.57148 1.85775
H: -1.52989 0.03899 2.33934
H: -2.58579 -1.05999 1.45081
H: -1.90774 0.57417 -0.61527
H: -0.89696 -0.88643 -0.79026
H: 0.37658 2.86919 -0.62995
H: 1.59145 2.44917 1.26994
H: 2.61786 -0.14520 -1.50168
H: 0.75062 -2.48751 -1.76418
H: 0.02375 -2.32298 -0.33578
N: -0.33311 2.15924 -0.46448
N: 1.28527 0.60614 0.03609
O: 2.12818 1.73693 -0.27757

Calculated values
LUMO (hartree): -0.0780
HOMO-LUMO gap (Ha): 0.2328
2S+1: 1
Highest occupied orbital energy (eV): -8.458

The winner here is entry b, beating the second structure by 0.0846 hartree.

Entry a
ORCA calculation (the ωB97M-V functional and the def2-TZVPD basis) on 2 unconnected molecules or ions with the total composition C5H15N2O.

Element x y z (Å)
C: 1.85212 1.22239 -0.37654
C: 0.43865 0.58936 -0.15628
C: -0.24006 0.74662 1.21269
C: -1.70904 0.46355 1.08282
C: -2.74620 1.14987 1.61813
N: -1.98516 -0.73956 0.47910
N: 0.48314 -0.86036 -0.39510
H: 2.12986 1.95618 0.38322
H: 2.50049 0.35954 -0.25004
H: 1.99330 1.57193 -1.33580
H: -0.31549 1.14943 -0.76528
H: -0.34862 1.78710 1.53930
H: 0.13562 0.11242 2.10618
H: -2.62651 2.15463 2.05374
H: -3.77666 0.81547 1.82087
H: -2.58971 -0.69548 -0.43751
H: -2.41186 -1.43324 1.13977
H: 0.72107 -1.46489 0.37160
H: 1.06676 -1.03068 -1.21484
H: -0.54450 -1.23629 -0.53223
H: 2.52618 -2.81718 -2.23891
H: 2.96906 -1.85645 -3.48438
O: 2.47756 -1.94437 -2.62051

Calculated values
LUMO (spin up / spin down) (hartree): -0.0026 / -0.0058
HOMO-LUMO gap (spin up / spin down) (Ha): 0.0825 / 0.2555
2S+1: 2
<S²>: 0.75
Highest occupied orbital energy (spin up / spin down) (eV): -2.317 / -7.111

Entry b
ORCA calculation (the ωB97M-V functional and the def2-TZVPD basis) on 3 unconnected molecules or ions with the total composition C5H15N2O.

Element x y z (Å)
C: 0.88214 1.97317 -0.60660
C: 0.53025 1.14585 0.64625
C: -0.45385 -0.04106 0.27241
C: -0.37980 -1.06960 1.06553
C: -2.92061 -0.13780 -0.31414
N: -1.48946 0.30016 -0.65944
N: 1.28195 1.14440 -1.78181
H: 1.69847 2.68623 -0.38351
H: -0.01578 2.56023 -0.93964
H: 1.37485 0.65018 1.14417
H: 0.13880 1.87192 1.38229
H: 1.33565 -2.58500 2.46744
H: -0.94093 -1.57109 1.91596
H: -3.00240 -1.24339 -0.36461
H: -3.56515 0.37622 -1.04710
H: -3.18688 0.12115 0.67402
H: -1.40595 0.29351 -1.66031
H: 1.67439 1.61560 -2.58362
H: 1.29974 0.09832 -1.72233
H: 1.17494 -2.85347 3.14129
H: 1.28179 -1.63667 0.09172
H: 2.59080 -2.25501 -0.30796
O: 2.09703 -1.44383 -0.43002

Calculated values
LUMO (spin up / spin down) (hartree): 0.0330 / 0.0048
HOMO-LUMO gap (spin up / spin down) (Ha): 0.3293 / 0.3036
2S+1: 2
<S²>: 0.76
Highest occupied orbital energy (spin up / spin down) (eV): -8.065 / -8.132

The winner here is entry b, beating the second structure by 0.0074 hartree.

Entry a
ORCA calculation (the ωB97M-V functional and the def2-TZVPD basis) on 2 unconnected molecules or ions with the total composition C4H8NO3.

Element x y z (Å)
C: -1.34818 -0.09934 1.01604
N: 0.01652 0.43760 1.08462
C: 0.52795 0.38792 -0.29466
C: 1.54775 -0.86055 -0.34974
O: 1.75936 -1.42156 0.67943
C: 1.95687 0.86863 -0.40715
O: 2.34712 1.43106 -1.40686
O: -2.72597 0.41792 -1.36633
H: -1.88995 -0.06498 1.95870
H: -1.92115 0.41319 0.21324
H: -1.36174 -1.14835 0.66874
H: -3.56388 -0.01498 -1.55931
H: -0.28494 0.40894 -1.02620
H: 1.75631 -1.49619 -1.21924
H: 0.57635 -0.27281 1.54318
H: 2.60758 1.01350 0.46556

Calculated values
Charge: -1
LUMO (hartree): 0.0788
HOMO-LUMO gap (Ha): 0.1854
2S+1: 1
Highest occupied orbital energy (eV): -2.900

Entry b
ORCA calculation (the ωB97M-V functional and the def2-TZVPD basis) on 2 unconnected molecules or ions with the total composition C4H8NO3.

Element x y z (Å)
C: -2.64162 -1.47228 0.36014
C: -1.28100 -1.32312 1.01233
O: -0.82299 -0.16930 1.21394
O: -0.67975 -2.39476 1.29124
H: -3.09106 -0.54467 0.00860
H: -3.35876 -1.89187 1.06845
H: -2.50101 -2.16068 -0.46827
C: 1.04919 0.10475 -1.57604
C: 1.49781 1.40695 -0.99080
O: 2.47204 2.01797 -1.38909
N: 0.72516 1.85918 0.02253
H: 1.03188 2.68590 0.51585
H: 0.01791 1.28331 0.48235
H: 1.74371 -0.69061 -1.30551
H: 1.07079 0.20513 -2.66388
H: 0.05988 -0.22764 -1.27251

Calculated values
Charge: -1
LUMO (hartree): 0.1436
HOMO-LUMO gap (Ha): 0.3069
2S+1: 1
Highest occupied orbital energy (eV): -4.445

The winner here is entry b, beating the second structure by 0.2463 hartree.